Entry from the OMol25 dataset: C37H53INO37S2 as an isolated structure (wB97M-V/def2-TZVPD).

XYZ file:
```
131
Properties=species:S:1:pos:R:3:forces:R:3:lowdin_charge:R:1
C -1.5333 -0.2904 -0.5374 0.10 -0.23 0.15 -0.136
S -0.9594 0.0092 -2.1981 -0.68 -0.85 -1.16 0.454
O -1.7702 -0.9295 -2.9779 0.24 -0.04 0.01 -0.381
O -1.2199 1.3916 -2.5671 0.26 0.14 0.45 -0.352
N 0.5383 -0.4581 -2.3424 -0.07 0.99 0.68 -0.318
S 1.7346 0.3875 -1.6319 0.45 -0.78 -0.21 0.494
O 2.2554 -0.3667 -0.5042 -0.38 0.00 0.10 -0.357
O 2.7182 0.7241 -2.6308 -0.17 0.19 -0.09 -0.372
C 1.1255 1.9052 -0.8993 -0.11 0.54 0.25 -0.287
C 2.2391 2.5832 -0.0777 -0.25 -0.12 -0.15 -0.295
C 2.7406 3.9378 -0.5700 0.21 -0.11 0.27 -0.635
I 3.0900 4.2044 -2.6611 0.00 -0.10 0.03 0.892
H -1.8716 -1.3234 -0.5638 0.02 -0.01 0.06 0.040
H -0.7374 -0.2110 0.2002 0.02 0.24 -0.01 0.049
H -2.3710 0.3611 -0.3127 0.08 0.13 -0.01 0.055
H 0.3057 1.6513 -0.2307 -0.03 -0.18 -0.06 0.074
H 0.7100 2.5756 -1.6479 0.10 -0.17 -0.22 0.065
H 3.0500 1.8744 0.0836 0.13 0.12 -0.13 0.102
H 1.8216 2.7877 0.9139 0.09 -0.07 0.05 0.106
H 3.7014 4.1395 -0.1096 0.01 0.10 -0.06 0.008
H 2.0631 4.7408 -0.2859 -0.09 -0.01 -0.18 0.045
C -2.1727 -4.1321 -2.5731 0.02 0.09 -0.39 -0.105
C -3.5751 -4.5225 -2.9785 -0.08 0.17 -0.26 -0.101
O -4.2246 -4.7030 -1.7012 0.02 0.01 0.07 0.073
C -3.5546 -3.9684 -0.7925 -0.12 0.05 -0.43 -0.560
O -3.9356 -3.7446 0.3208 0.02 -0.19 -0.18 0.125
O -2.4161 -3.4942 -1.3159 0.23 -0.05 0.51 0.051
H -1.7121 -3.4199 -3.2529 -0.03 0.17 0.16 0.117
H -1.5068 -4.9842 -2.4258 -0.09 -0.06 0.11 0.137
H -4.0664 -3.7039 -3.5080 -0.04 0.04 0.11 0.140
H -3.6269 -5.4191 -3.5831 -0.11 -0.11 0.32 0.099
C 3.0777 6.0539 3.8665 -0.05 -0.02 0.00 -0.098
C 3.7287 4.6863 3.8650 -0.16 -0.16 0.36 -0.103
O 4.1675 4.5612 2.5077 -0.02 0.03 -0.03 0.065
C 4.3133 5.7937 1.9923 0.02 -0.19 0.05 -0.573
O 4.8223 6.0173 0.9390 0.08 0.24 0.01 0.138
O 3.7964 6.7308 2.8210 -0.05 -0.01 -0.03 0.059
H 3.1905 6.5872 4.8063 0.13 0.09 -0.07 0.132
H 2.0208 6.0171 3.5955 0.01 0.00 -0.04 0.131
H 4.5984 4.6319 4.5130 -0.06 0.12 0.00 0.095
H 3.0414 3.8820 4.1172 0.00 -0.05 -0.20 0.137
C -0.5670 -5.2694 -7.2045 0.16 0.14 -0.21 -0.101
C -1.3410 -4.0999 -6.6530 -0.14 0.13 0.03 -0.093
O -2.3877 -4.7657 -5.8923 0.20 -0.16 -0.03 0.066
C -1.9263 -5.9792 -5.5451 0.33 0.00 0.12 -0.580
O -2.4146 -6.7154 -4.7421 -0.17 -0.09 -0.14 0.135
O -0.7791 -6.2675 -6.1945 0.05 -0.10 -0.17 0.042
H 0.4932 -5.0567 -7.3076 0.01 -0.05 0.10 0.136
H -0.9595 -5.6370 -8.1543 -0.05 -0.02 0.04 0.134
H -0.7315 -3.5028 -5.9815 -0.10 0.02 0.13 0.125
H -1.7795 -3.4564 -7.4052 -0.12 0.00 0.05 0.133
C -0.0087 1.0866 -5.9887 -0.11 0.21 0.06 -0.089
C -1.3816 0.4507 -5.9175 -0.04 0.16 0.24 -0.092
O -1.2428 -0.6688 -6.8258 0.11 -0.07 -0.07 0.050
C 0.0689 -0.9731 -6.9041 0.15 0.06 0.17 -0.583
O 0.5090 -1.9660 -7.4158 -0.19 0.00 -0.10 0.118
O 0.8221 -0.0350 -6.3237 0.06 -0.02 -0.14 0.082
H 0.3139 1.5280 -5.0494 0.07 -0.17 0.05 0.129
H 0.0709 1.8246 -6.7909 0.03 -0.04 0.00 0.130
H -1.6033 0.0684 -4.9232 -0.02 -0.06 -0.02 0.084
H -2.1824 1.1076 -6.2489 0.02 -0.12 -0.17 0.133
C -4.7644 0.8790 2.0251 -0.24 -0.01 -0.05 -0.092
C -4.9663 2.2910 2.5303 -0.17 -0.03 -0.03 -0.092
O -3.7468 2.5233 3.2558 0.04 0.14 -0.20 0.076
C -2.7990 1.7174 2.7534 -0.01 -0.12 0.25 -0.575
O -1.6381 1.7786 3.0225 0.09 0.04 -0.07 0.145
O -3.3310 0.7970 1.9223 -0.10 -0.09 0.09 0.038
H -5.2195 0.6846 1.0575 0.16 0.03 -0.08 0.140
H -5.1105 0.1379 2.7442 -0.01 0.07 -0.04 0.107
H -5.0409 3.0262 1.7265 0.07 -0.02 -0.01 0.135
H -5.8204 2.3632 3.1929 0.14 0.11 0.09 0.100
C -2.1562 -2.7136 3.7851 -0.03 -0.11 -0.10 -0.092
C -3.3810 -2.7256 2.8912 0.22 -0.08 -0.04 -0.100
O -4.2983 -1.9086 3.6403 0.04 0.03 0.28 0.055
C -3.5868 -1.0933 4.4415 0.18 -0.01 -0.39 -0.579
O -4.0372 -0.1546 5.0226 -0.05 0.01 0.26 0.162
O -2.2827 -1.4531 4.4632 -0.11 -0.06 0.08 0.052
H -1.2223 -2.7528 3.2315 0.02 0.15 0.02 0.126
H -2.1692 -3.5109 4.5310 -0.02 0.01 0.01 0.132
H -3.2055 -2.2599 1.9220 -0.02 -0.03 0.14 0.117
H -3.7986 -3.7159 2.7369 -0.10 0.14 0.02 0.125
C 8.3695 2.0245 4.8452 0.04 -0.14 0.00 -0.110
C 7.1673 1.8206 3.9472 -0.03 -0.23 -0.10 -0.096
O 6.3111 2.8977 4.3486 0.15 0.10 0.07 0.055
C 7.0764 3.8702 4.8831 -0.01 -0.02 -0.05 -0.567
O 6.6908 4.9666 5.1499 0.05 -0.01 0.05 0.149
O 8.3415 3.4384 5.0776 0.01 -0.01 0.01 0.064
H 9.3107 1.7394 4.3831 0.03 0.14 -0.01 0.130
H 8.2654 1.5114 5.8026 -0.03 0.01 0.00 0.132
H 7.4037 1.9410 2.8893 0.02 0.05 0.01 0.139
H 6.6672 0.8690 4.0983 -0.19 0.08 0.07 0.130
C 3.7631 9.4328 -1.6618 0.01 0.08 0.09 -0.122
C 3.2866 8.2056 -0.9134 0.13 -0.06 0.13 -0.117
O 2.3626 7.6259 -1.8414 -0.08 0.18 -0.08 0.015
C 2.6860 8.0439 -3.0849 -0.01 -0.05 0.06 -0.603
O 2.2225 7.6257 -4.0932 -0.05 0.03 -0.06 0.138
O 3.6190 9.0332 -3.0254 0.01 -0.01 0.01 0.050
H 4.7977 9.6919 -1.4520 0.03 -0.06 -0.12 0.130
H 3.1288 10.3049 -1.4845 -0.01 -0.01 0.00 0.127
H 4.0838 7.4899 -0.7205 0.01 0.00 0.00 0.110
H 2.7838 8.4379 0.0224 -0.12 -0.06 -0.06 0.133
C 1.4349 -8.8192 -6.3021 -0.12 0.12 0.00 -0.117
C 1.1758 -9.5131 -4.9815 -0.12 0.09 0.05 -0.110
O 2.0040 -10.6778 -5.0857 -0.01 0.03 0.00 0.056
C 2.9952 -10.4194 -5.9718 -0.01 0.00 0.00 -0.577
O 3.9346 -11.1213 -6.1572 0.04 -0.03 -0.01 0.160
O 2.7632 -9.2529 -6.6177 -0.03 -0.03 0.03 0.060
H 1.3910 -7.7373 -6.2301 0.15 0.00 -0.03 0.118
H 0.7593 -9.1568 -7.0899 0.00 -0.02 0.01 0.134
H 1.5064 -8.9195 -4.1280 0.03 0.01 -0.02 0.135
H 0.1375 -9.7981 -4.8384 0.04 -0.13 -0.02 0.133
C 0.9777 -0.6593 3.6823 -0.22 -0.06 -0.09 -0.108
C 0.5330 0.3775 4.6905 -0.10 0.05 -0.03 -0.108
O 1.7273 0.5574 5.4758 0.03 0.01 0.02 0.058
C 2.7861 0.1908 4.7253 -0.12 -0.09 -0.07 -0.583
O 3.9237 0.3696 5.0311 0.21 0.07 0.04 0.140
O 2.3852 -0.4133 3.5884 0.05 0.03 0.08 0.074
H 0.5055 -0.5460 2.7096 0.16 0.07 -0.06 0.131
H 0.8323 -1.6811 4.0428 0.02 0.02 0.02 0.124
H 0.2664 1.3215 4.2231 0.03 0.00 -0.02 0.109
H -0.2875 0.0476 5.3197 0.08 0.00 0.10 0.124
C -7.0063 -1.2271 6.4266 0.10 -0.13 0.15 -0.115
C -7.8362 -0.2673 7.2579 -0.01 -0.11 0.10 -0.113
O -7.6986 0.9573 6.5325 -0.03 -0.01 -0.03 0.068
C -7.3820 0.6556 5.2525 0.24 -0.12 0.00 -0.559
O -7.3406 1.4399 4.3607 -0.21 0.10 -0.01 0.154
O -7.1101 -0.6580 5.1222 -0.15 0.00 -0.01 0.059
H -7.3912 -2.2436 6.4249 -0.05 0.02 -0.14 0.132
H -5.9549 -1.2359 6.7191 0.00 0.07 -0.02 0.127
H -8.8920 -0.5439 7.2830 0.00 0.00 -0.03 0.130
H -7.4721 -0.1438 8.2743 0.05 0.13 -0.04 0.131
```
Positions in Å, forces in eV/Å.

Computed properties:
total charge	-1
LUMO energy	1.70	eV
strongest force on any atom	0.0309	Eh/bohr
Kohn-Sham gap	7.979	eV
HOMO energy	-0.231	Ha

---

Entry from the OMol25 dataset: C37H55CaNO4P2S3Si as an isolated structure (wB97M-V/def2-TZVPD).

XYZ file:
```
104
Properties=species:S:1:pos:R:3:forces:R:3:lowdin_charge:R:1
Ca 4.1606 0.3579 0.2574 -1.99 0.37 -0.11 1.091
C 2.3205 0.9462 3.5509 -0.18 0.11 -0.12 -0.259
Si 1.6855 0.2322 1.8915 0.01 -0.06 0.00 0.570
C 1.5427 -1.6406 2.3613 0.38 0.51 0.34 -0.333
C 2.2884 -2.1327 3.4388 0.04 -0.15 0.12 -0.090
C 2.1935 -3.4467 3.8675 -0.03 0.04 -0.03 -0.087
C 1.3137 -4.3162 3.2370 0.00 0.03 -0.02 -0.105
C 0.6093 -3.8581 2.1362 -0.05 -0.21 0.02 -0.131
C 0.7543 -2.5509 1.6743 -0.43 -0.42 -0.42 -0.399
P 0.0319 -1.9933 0.0845 0.22 0.38 -0.01 1.123
C -1.5910 -2.8836 0.0646 -0.11 -0.23 -0.20 -0.460
C -2.4180 -2.4716 -1.1615 0.08 0.01 0.04 -0.225
C -3.8109 -3.0923 -1.1569 -0.04 -0.01 -0.08 -0.212
C -4.5677 -2.7436 0.1178 -0.02 0.05 -0.02 -0.220
C -3.7616 -3.1529 1.3422 0.01 -0.07 0.05 -0.205
C -2.3732 -2.5242 1.3335 0.00 0.24 -0.06 -0.219
C 1.2107 -2.8587 -1.0834 0.04 -0.05 0.02 -0.416
C 1.1032 -2.2780 -2.5023 0.05 0.13 0.04 -0.254
C 1.8639 -3.1406 -3.4983 0.13 0.02 0.01 -0.207
C 1.2420 -4.5385 -3.6233 0.00 -0.06 -0.10 -0.206
C 0.5085 -4.9472 -2.3445 0.00 -0.08 0.05 -0.210
C 1.2327 -4.4015 -1.1207 -0.03 0.05 0.07 -0.187
C -0.1572 0.7981 2.1318 -0.01 0.09 -0.13 -0.317
C -0.9219 0.1083 3.0686 -0.04 -0.10 0.09 -0.128
C -2.1942 0.5110 3.4391 -0.04 0.00 0.09 -0.114
C -2.7394 1.6481 2.8726 -0.17 -0.03 0.08 -0.110
C -2.0075 2.3556 1.9332 -0.04 0.12 -0.02 -0.109
C -0.7345 1.9470 1.5439 0.22 -0.06 0.10 -0.355
P 0.3285 2.8882 0.3710 0.03 -0.19 0.39 1.083
C 0.1681 1.8189 -1.1258 -0.12 -0.03 -0.06 -0.466
C 1.3131 2.0701 -2.1257 0.14 0.13 -0.10 -0.212
C 0.7961 2.6072 -3.4554 0.09 0.07 -0.05 -0.207
C -0.1582 1.6084 -4.1177 0.00 0.00 -0.19 -0.196
C -1.0538 0.9014 -3.0896 -0.09 -0.07 -0.09 -0.198
C -1.1864 1.7419 -1.8327 -0.07 -0.07 0.23 -0.209
C -0.5670 4.4964 0.0590 -0.02 0.13 -0.23 -0.440
C -0.2320 5.4364 1.2235 0.17 -0.05 0.11 -0.251
C -0.6367 6.8829 0.9421 0.12 0.03 0.05 -0.198
C -2.0664 7.0008 0.3863 -0.08 0.10 -0.03 -0.208
C -2.8097 5.6779 0.4918 -0.13 -0.03 0.00 -0.223
C -2.0789 4.5895 -0.2909 0.04 -0.03 -0.42 -0.225
H 1.7419 0.5644 4.3939 -0.07 -0.02 0.15 0.018
H 2.1882 2.0281 3.5068 -0.03 0.16 0.04 0.014
H 3.3750 0.7650 3.7208 0.29 -0.10 0.00 -0.004
H 2.9761 -1.4807 3.9510 0.13 0.15 0.10 0.080
H 2.8012 -3.7813 4.6975 0.04 -0.04 0.06 0.095
H 1.1976 -5.3400 3.5766 0.00 0.02 0.00 0.087
H -0.0647 -4.5392 1.6306 -0.04 -0.03 -0.01 0.084
H -1.4410 -3.9705 0.0227 -0.04 -0.07 0.05 0.105
H -1.9035 -2.7395 -2.0831 0.09 -0.04 -0.09 0.085
H -2.5037 -1.3805 -1.1677 -0.02 0.08 0.01 0.104
H -3.7176 -4.1809 -1.2342 0.00 -0.07 0.00 0.109
H -4.3690 -2.7617 -2.0390 0.00 0.00 0.02 0.103
H -5.5555 -3.2131 0.1241 -0.01 -0.03 0.00 0.099
H -4.7301 -1.6619 0.1477 -0.02 0.07 0.00 0.112
H -3.6575 -4.2437 1.3483 -0.01 -0.07 0.02 0.111
H -4.2889 -2.8825 2.2607 -0.02 0.03 0.01 0.104
H -1.8186 -2.8192 2.2234 0.01 -0.03 0.02 0.098
H -2.4635 -1.4265 1.3859 -0.01 -0.21 -0.03 0.108
H 2.1830 -2.5134 -0.6958 -0.22 -0.06 -0.04 0.092
H 1.5181 -1.2689 -2.4870 -0.01 0.00 -0.04 0.069
H 0.0637 -2.1905 -2.8235 -0.19 -0.04 -0.02 0.081
H 2.9000 -3.2073 -3.1596 -0.01 0.03 0.02 0.092
H 1.8926 -2.6535 -4.4744 0.03 0.04 -0.06 0.102
H 2.0286 -5.2681 -3.8349 0.02 -0.02 -0.02 0.100
H 0.5518 -4.5744 -4.4710 -0.04 0.00 -0.03 0.096
H 0.4189 -6.0372 -2.2910 0.01 0.03 0.02 0.102
H -0.5115 -4.5606 -2.3587 -0.14 0.07 0.00 0.090
H 2.2699 -4.7413 -1.1520 0.11 -0.02 -0.01 0.120
H 0.8197 -4.8231 -0.2087 -0.06 -0.03 0.07 0.074
H -0.4972 -0.7765 3.5300 -0.02 -0.01 0.05 0.099
H -2.7472 -0.0549 4.1782 -0.06 -0.05 0.05 0.093
H -3.7303 1.9866 3.1561 0.00 0.01 0.00 0.088
H -2.4479 3.2414 1.5032 0.03 -0.10 0.29 0.056
H 0.3346 0.8321 -0.6826 0.02 -0.04 0.07 0.034
H 1.8538 1.1385 -2.3082 0.04 -0.10 -0.03 0.093
H 2.0523 2.7560 -1.7016 -0.01 0.01 -0.02 0.092
H 1.6325 2.8220 -4.1253 0.00 0.01 0.01 0.105
H 0.2838 3.5619 -3.2909 -0.01 -0.01 0.02 0.101
H 0.4278 0.8658 -4.6670 -0.01 -0.01 0.00 0.103
H -0.7767 2.1268 -4.8604 0.05 -0.01 0.03 0.098
H -0.6199 -0.0551 -2.8078 0.08 -0.16 0.03 0.078
H -2.0342 0.6822 -3.5236 0.00 0.01 0.00 0.104
H -1.9271 1.3148 -1.1526 -0.02 -0.02 0.06 0.108
H -1.5478 2.7255 -2.1155 -0.10 0.31 -0.01 0.087
H 0.0058 4.8721 -0.8038 -0.09 0.02 0.03 0.103
H 0.8404 5.3841 1.4261 -0.04 0.02 0.01 0.099
H -0.7216 5.0763 2.1323 -0.03 -0.01 0.03 0.107
H 0.0730 7.3126 0.2311 0.02 0.01 -0.02 0.103
H -0.5406 7.4695 1.8593 0.02 -0.02 0.02 0.100
H -2.0349 7.2903 -0.6680 0.00 0.00 -0.04 0.103
H -2.6142 7.7933 0.9041 0.00 -0.02 -0.02 0.097
H -3.8285 5.7838 0.1069 0.00 -0.01 0.00 0.107
H -2.9072 5.3932 1.5421 0.00 -0.02 0.07 0.105
H -2.1793 4.8291 -1.3556 0.01 -0.01 0.01 0.105
H -2.5795 3.6338 -0.1558 0.00 0.07 -0.25 0.075
O 7.5778 0.3471 1.2958 0.15 -0.05 0.15 -0.436
S 6.3113 -0.0972 1.8464 0.27 -0.14 0.45 -0.065
O 5.6353 -1.0615 0.8862 0.66 -0.32 0.40 -0.646
O 5.3314 1.0588 1.9241 0.61 0.06 0.46 -0.634
S 6.4784 -0.9427 3.6411 -0.01 0.08 -0.16 0.072
O 5.1994 1.1740 -1.5767 0.30 0.00 -0.45 -0.726
S 5.1923 -0.2031 -2.2017 -0.02 -0.03 -0.99 0.637
N 4.0019 -1.0318 -1.9665 0.29 0.12 0.11 -0.455
```
Positions in Å, forces in eV/Å.

Computed properties:
total charge	-2
LUMO energy	3.92	eV
strongest force on any atom	0.0395	Eh/bohr
Kohn-Sham gap	5.470	eV
HOMO energy	-0.057	Ha